{"formula": "C34H52F18N14O32P2S2", "method": "ωB97M-V/def2-TZVPD", "e_homo_ev": -8.28, "lumo_energy_ev": -2.42, "gap_ha": 0.21530, "species": ["O", "C", "C", "P", "S", "C", "C", "O", "C", "C", "C", "C", "C", "C", "C", "F", "F", "C", "F", "F", "C", "F", "F", "C", "F", "F", "C", "F", "F", "C", "F", "F", "C", "F", "F", "C", "F", "F", "F", "C", "F", "C", "P", "O", "O", "S", "H", "H", "H", "H", "H", "H", "H", "H", "H", "H", "C", "N", "O", "O", "H", "H", "H", "C", "N", "O", "O", "H", "H", "H", "C", "N", "O", "O", "H", "H", "H", "C", "N", "O", "O", "H", "H", "H", "C", "N", "O", "O", "H", "H", "H", "C", "N", "O", "O", "H", "H", "H", "C", "N", "O", "O", "H", "H", "H", "C", "N", "O", "O", "H", "H", "H", "C", "N", "O", "O", "H", "H", "H", "C", "N", "O", "O", "H", "H", "H", "C", "N", "O", "O", "H", "H", "H", "C", "N", "O", "O", "H", "H", "H", "C", "N", "O", "O", "H", "H", "H", "C", "N", "O", "O", "H", "H", "H"], "positions_angstrom": [[-2.950, 2.360, -1.142], [-4.063, 1.799, -0.601], [-5.584, 2.105, -1.164], [-5.787, 3.300, -2.687], [-4.630, 4.881, -2.565], [-6.775, 1.477, -0.517], [-6.690, 0.438, 0.790], [-7.884, 0.054, 1.286], [-5.224, 0.009, 1.396], [-3.904, 0.739, 0.676], [-2.366, 0.459, 1.188], [-2.102, -0.599, 2.455], [-0.541, -0.773, 2.925], [0.020, -2.313, 2.919], [0.707, -2.794, 1.505], [-0.262, -2.599, 0.403], [0.892, -4.288, 1.629], [2.205, -2.170, 1.226], [3.174, -3.222, 1.716], [2.509, -0.963, 2.082], [2.569, -1.939, -0.357], [2.258, -3.201, -1.067], [4.071, -1.790, -0.414], [1.932, -0.586, -1.029], [3.048, 0.432, -1.071], [0.884, 0.052, -0.146], [1.204, -0.810, -2.484], [0.054, -1.785, -2.403], [0.551, 0.510, -2.821], [2.218, -1.141, -3.727], [2.308, 0.103, -4.580], [3.643, -1.397, -3.294], [1.795, -2.433, -4.646], [1.726, -3.724, -3.911], [2.909, -2.603, -5.652], [0.419, -2.247, -5.517], [0.644, -2.461, -6.980], [-0.494, -3.374, -5.093], [-0.333, -1.000, -5.249], [-3.397, -1.340, 3.150], [-3.083, -2.271, 4.295], [-4.952, -1.052, 2.621], [-6.421, -1.976, 3.472], [-7.536, -0.803, 4.193], [-5.935, -3.032, 4.771], [-7.372, -3.111, 2.162], [-7.146, 3.801, -2.732], [-5.416, 2.636, -3.941], [-7.843, 1.772, -0.957], [-1.458, 1.016, 0.649], [-0.488, -0.406, 4.059], [0.130, -0.029, 2.314], [-0.922, -3.021, 3.096], [0.753, -2.532, 3.835], [-7.236, -0.731, 5.167], [-5.439, -3.800, 4.331], [4.009, -0.774, -8.152], [5.231, -0.849, -8.997], [6.240, -0.265, -8.584], [5.144, -1.492, -10.049], [4.229, -0.181, -7.263], [3.226, -0.300, -8.748], [3.735, -1.795, -7.877], [-1.880, 0.319, 7.024], [-2.868, 0.808, 6.024], [-2.597, 0.634, 4.830], [-3.886, 1.352, 6.466], [-1.039, -0.135, 6.497], [-1.550, 1.180, 7.609], [-2.385, -0.418, 7.652], [3.520, -3.303, 6.663], [2.417, -2.609, 5.944], [2.498, -1.379, 5.838], [1.502, -3.317, 5.508], [4.251, -2.561, 6.989], [3.082, -3.817, 7.521], [3.973, -4.011, 5.965], [1.573, -2.927, 11.338], [1.977, -3.626, 10.089], [1.723, -4.834, 10.009], [2.538, -2.943, 9.224], [1.093, -3.646, 12.006], [2.477, -2.519, 11.795], [0.875, -2.134, 11.061], [6.769, 2.729, -9.028], [6.226, 3.971, -9.639], [6.238, 4.995, -8.946], [5.803, 3.884, -10.798], [7.104, 2.951, -8.012], [5.966, 1.989, -9.015], [7.606, 2.396, -9.645], [5.358, -0.197, 11.422], [4.931, -1.557, 11.850], [4.634, -1.708, 13.041], [4.905, -2.434, 10.978], [5.334, 0.469, 12.286], [6.373, -0.280, 11.027], [4.659, 0.141, 10.654], [-1.188, -1.387, -9.864], [-0.177, -0.295, -9.898], [-0.562, 0.821, -10.265], [0.973, -0.591, -9.555], [-2.151, -0.986, -10.189], [-0.849, -2.172, -10.542], [-1.249, -1.748, -8.836], [-4.941, 0.253, -12.586], [-4.560, -0.754, -11.560], [-4.845, -0.499, -10.384], [-3.985, -1.771, -11.964], [-5.436, 1.092, -12.092], [-4.025, 0.583, -13.081], [-5.619, -0.234, -13.290], [2.508, 3.160, 0.262], [2.831, 4.530, 0.743], [1.887, 5.314, 0.895], [4.023, 4.780, 0.955], [1.428, 3.082, 0.118], [3.035, 3.010, -0.683], [2.848, 2.455, 1.023], [5.577, -2.061, -13.167], [5.981, -2.760, -14.416], [5.727, -3.967, -14.497], [6.542, -2.077, -15.281], [5.098, -2.780, -12.499], [6.481, -1.653, -12.710], [4.880, -1.268, -13.444], [2.960, -0.390, 15.762], [1.972, 0.099, 14.762], [2.243, -0.075, 13.568], [0.954, 0.643, 15.204], [3.801, -0.844, 15.235], [3.290, 0.471, 16.347], [2.455, -1.127, 16.391], [-1.970, 7.718, -4.791], [-3.304, 7.492, -4.173], [-3.603, 8.193, -3.199], [-4.014, 6.617, -4.682], [-1.457, 8.512, -4.244], [-1.413, 6.781, -4.725], [-2.134, 8.010, -5.831], [-0.819, 1.189, 18.649], [0.569, 0.827, 19.046], [1.022, 1.358, 20.066], [1.163, 0.020, 18.322], [-1.218, 1.904, 19.372], [-0.771, 1.634, 17.653], [-1.411, 0.272, 18.646], [-8.815, 1.917, -10.584], [-7.592, 1.842, -11.428], [-6.584, 2.426, -11.016], [-7.680, 1.199, -12.481], [-8.595, 2.510, -9.694], [-9.598, 2.391, -11.180], [-9.089, 0.896, -10.309]]}